Entry 1:
A structure of composition C28H80Br6N14O8P4. Source: OMol25; level of theory: the ωB97M-V functional and the def2-TZVPD basis.

CARTESIAN COORDINATES (ANGSTROEM)
C: -2.2272 -4.0324 -3.6081
N: -1.7943 -5.2766 -2.9890
O: -2.2459 -5.6182 -1.8928
O: -0.9054 -5.9147 -3.6317
H: -3.1769 -4.3571 -4.0332
H: -1.5679 -3.7782 -4.4380
H: -2.2578 -3.2398 -2.8605
C: -0.7457 2.8218 8.2027
N: 0.3532 2.5575 9.2032
O: 1.4293 2.2738 8.7792
O: 0.1780 2.8614 10.3924
H: -1.6709 2.5344 8.7023
H: -0.5218 2.3123 7.2655
H: -0.7516 3.8880 7.9765
O: 6.6388 10.6653 3.3053
P: 6.3004 9.6675 2.2861
N: 5.3175 10.2029 0.9353
C: 5.2157 11.6171 0.5542
C: 4.8999 9.2830 -0.1185
N: 5.4181 8.3908 2.9636
C: 4.0839 8.6765 3.4094
C: 6.1416 7.3412 3.6133
N: 7.8366 8.9705 1.6598
C: 9.0685 9.6729 1.9053
C: 7.8171 8.0081 0.4532
H: 4.9312 11.6853 -0.4958
H: 6.1724 12.1184 0.7009
H: 4.4889 12.2051 1.1146
H: 4.7224 8.3259 0.3720
H: 5.6813 9.2598 -0.8781
H: 3.9548 9.6491 -0.5194
H: 3.5255 8.9970 2.5298
H: 3.6078 7.8206 3.8878
H: 4.1903 9.5301 4.0787
H: 6.8250 6.9661 2.8516
H: 6.5976 7.6920 4.5391
H: 5.3918 6.5699 3.7894
H: 8.9874 10.6308 1.3915
H: 9.1881 9.8962 2.9654
H: 9.9231 9.1062 1.5356
H: 6.7833 7.6686 0.5161
H: 8.4088 7.1325 0.7205
H: 8.0957 8.4867 -0.4856
O: 6.0586 -1.2000 -10.8868
P: 6.0448 -0.9161 -9.3994
N: 7.3422 -0.2145 -8.7168
C: 8.4543 -1.1393 -8.3010
C: 7.7216 1.1822 -8.9635
N: 5.7041 -2.2996 -8.4738
C: 5.5681 -3.6217 -9.1553
C: 5.3349 -2.4683 -7.0512
N: 4.7160 0.1684 -9.0957
C: 3.5451 -0.1971 -9.8296
C: 4.4305 0.9677 -7.9041
H: 9.3706 -0.6796 -8.6715
H: 8.3443 -2.1695 -8.6396
H: 8.4897 -1.0794 -7.2132
H: 6.8761 1.8525 -8.8092
H: 8.1436 1.3971 -9.9453
H: 8.4256 1.3340 -8.1453
H: 6.5053 -3.8091 -9.6794
H: 5.2934 -4.5375 -8.6320
H: 4.8741 -3.4205 -9.9714
H: 6.0343 -1.8638 -6.4737
H: 4.2762 -2.2765 -6.8767
H: 5.5316 -3.4790 -6.6937
H: 3.7268 -0.4390 -10.8768
H: 3.1027 -1.0963 -9.4009
H: 2.8405 0.6187 -9.6676
H: 3.7472 1.7986 -8.0796
H: 5.3452 1.4354 -7.5399
H: 4.0057 0.2804 -7.1724
O: -5.5326 -10.3147 6.4227
P: -4.7576 -9.4509 7.4219
N: -3.5022 -10.2771 8.1984
C: -3.3763 -11.7731 8.1667
C: -2.4449 -9.5621 8.9865
N: -5.7744 -8.8919 8.7859
C: -7.1193 -9.5784 9.0711
C: -5.3051 -8.3580 10.0466
N: -4.1354 -7.9553 6.8177
C: -5.1892 -6.8915 6.5183
C: -2.7003 -7.8381 6.4478
H: -3.8449 -12.0468 7.2214
H: -3.9436 -12.2025 8.9925
H: -2.3068 -11.9834 8.1590
H: -2.4824 -10.0397 9.9656
H: -2.6252 -8.4875 9.0178
H: -1.4398 -9.7994 8.6378
H: -7.0390 -10.2838 9.8981
H: -7.9915 -8.9328 8.9676
H: -7.2070 -10.4826 8.4688
H: -4.6669 -8.9741 10.6800
H: -4.7777 -7.4473 9.7630
H: -6.1280 -8.0830 10.7063
H: -5.4205 -6.9475 5.4546
H: -6.1136 -7.2285 6.9874
H: -4.8311 -5.9011 6.7994
H: -2.1540 -8.6766 6.8799
H: -2.2672 -6.9365 6.8809
H: -2.4354 -7.7894 5.3916
O: -9.1336 3.8260 -1.6446
P: -9.2535 2.4652 -2.3326
N: -10.8136 1.9681 -2.7926
C: -11.9490 2.5868 -2.1024
C: -11.2446 0.8784 -3.6838
N: -8.6358 1.1855 -1.3374
C: -8.5892 -0.2319 -1.8062
C: -8.2002 1.4670 0.0239
N: -8.2867 2.4074 -3.7937
C: -6.8672 2.3864 -3.6817
C: -8.7320 2.9136 -5.0916
H: -12.1473 2.0712 -1.1627
H: -12.8668 2.4831 -2.6813
H: -11.8359 3.6572 -1.9305
H: -11.5231 1.3512 -4.6256
H: -12.0491 0.3201 -3.2053
H: -10.4179 0.1683 -3.6631
H: -8.2414 -0.3236 -2.8352
H: -7.8327 -0.7858 -1.2503
H: -9.5330 -0.7543 -1.6498
H: -8.6300 2.3706 0.4561
H: -8.4416 0.6663 0.7231
H: -7.1138 1.4911 0.1096
H: -6.3717 3.0157 -4.4210
H: -6.6064 2.8811 -2.7462
H: -6.6425 1.3281 -3.8143
H: -8.0467 2.4939 -5.8280
H: -8.9628 3.9709 -5.2217
H: -9.6343 2.4037 -5.4293
C: 1.7515 0.2149 0.8277
Br: 0.2315 -0.6987 1.6275
Br: 1.3160 1.4218 -0.6594
Br: 2.9924 -1.2064 0.2551
H: 2.1933 0.7887 1.6423
C: 10.5645 -3.0901 0.3638
Br: 10.9360 -1.1500 0.3672
Br: 11.7759 -4.0726 1.5608
Br: 10.6216 -3.9310 -1.5022
H: 9.5699 -3.2006 0.7958

Forces on the atoms, in the same order (eV/Å):
C -0.462 0.127 -0.594
N 3.043 -2.328 0.474
O 0.439 0.641 -1.876
O -2.319 1.214 1.637
H -0.360 0.799 0.146
H 0.073 -0.195 0.323
H -0.406 -0.251 -0.106
C -0.140 -0.206 0.414
N -0.258 2.141 1.591
O 1.133 -0.973 -1.036
O -0.834 -0.661 -1.424
H 0.043 0.000 -0.370
H -0.067 -0.301 0.412
H 0.119 0.000 0.411
O 0.010 0.958 -0.303
P 0.938 -1.221 -1.839
N 0.526 -0.111 1.808
C 0.646 0.027 0.367
C 0.090 0.392 1.062
N 0.910 0.325 -2.321
C 0.175 1.122 -0.260
C -0.386 -0.323 -0.518
N -2.645 -1.225 -0.588
C -0.437 0.852 0.059
C -0.881 1.181 2.966
H 0.175 -0.052 -0.014
H 0.063 0.105 -0.171
H -0.212 -0.306 0.246
H 0.077 -0.254 -0.482
H -0.271 -0.433 -0.353
H 0.024 -0.143 -0.209
H -0.446 -0.016 0.204
H 0.156 0.063 -0.052
H -0.811 0.004 0.482
H 0.511 -0.221 0.723
H 0.342 -0.392 0.093
H 0.296 -0.279 0.398
H 0.722 0.286 -0.101
H 0.079 -0.129 -0.010
H -0.080 -0.046 0.026
H 0.073 -0.192 -0.898
H 0.421 0.158 -0.327
H -0.066 -0.131 0.014
O 0.175 -0.122 2.412
P -2.921 0.159 -1.110
N 0.363 -0.784 0.032
C -0.450 1.616 0.146
C -0.132 -0.569 0.886
N -0.019 -2.087 0.553
C 0.555 1.560 -2.402
C 0.963 1.010 -0.459
N 2.225 0.342 -0.639
C -0.728 -0.282 0.180
C 0.852 -0.976 -0.138
H 0.144 -0.416 -0.155
H -0.094 0.284 -0.066
H 0.181 -0.409 0.113
H 0.010 -0.152 -0.069
H 0.204 -0.270 -0.003
H 0.293 0.762 -0.324
H 0.147 -0.362 0.024
H -0.113 0.724 0.717
H -0.281 -0.692 -0.088
H -0.581 0.468 0.436
H 0.037 0.365 0.235
H 0.054 -0.111 -0.431
H 0.125 0.458 0.051
H -0.414 -0.316 0.164
H -0.270 -0.094 -0.585
H -0.200 -0.208 -0.412
H 0.001 -0.318 0.294
H -0.128 0.418 0.643
O 1.527 1.746 2.391
P -1.383 -0.146 0.360
N 0.814 0.860 -0.610
C -0.659 2.093 -0.753
C -1.189 -1.517 0.027
N -2.256 -1.912 -0.724
C 2.188 -1.567 -1.560
C 0.801 1.089 -0.663
N -0.512 -0.995 0.902
C 1.308 -1.881 -0.591
C -0.607 0.271 0.355
H 0.147 -0.476 0.109
H 0.375 -0.247 0.121
H -0.173 -0.409 0.153
H 0.002 0.562 0.464
H 0.053 -0.243 0.162
H 0.064 0.218 -0.514
H -0.146 1.286 1.556
H 0.216 -0.120 0.422
H -0.358 0.659 -1.672
H 0.282 -0.472 -0.279
H 0.373 0.251 0.623
H -0.233 0.119 -0.381
H 0.223 0.385 -0.198
H 0.227 0.459 0.475
H -0.196 -0.107 0.173
H -0.180 0.088 -0.272
H -0.100 0.193 0.223
H -0.608 -0.187 -0.298
O -0.807 -2.950 -0.970
P 1.176 0.623 -0.129
N 0.118 1.284 0.262
C -0.076 0.163 0.150
C 1.375 0.435 1.275
N -0.332 0.602 -1.195
C 0.392 0.963 0.580
C 0.379 -0.425 0.371
N -2.995 0.549 0.500
C 0.236 0.101 0.729
C -1.113 -1.490 -0.228
H 0.007 0.106 0.295
H 0.136 -0.099 -0.349
H 0.356 -0.129 0.129
H -0.036 -0.791 -0.288
H -0.333 0.258 -0.173
H -0.028 -0.015 -1.114
H -0.373 0.281 -0.200
H 0.036 0.185 0.322
H -0.151 0.034 -0.163
H 0.069 0.082 -0.471
H -0.576 -0.306 -0.204
H 0.283 0.446 -0.200
H -0.200 -0.231 -0.306
H 0.558 -0.733 0.361
H 1.307 0.141 0.412
H 0.409 0.693 -0.095
H 0.651 0.241 0.301
H -0.469 -0.020 0.399
C 0.037 -0.611 -0.204
Br 0.001 0.485 -0.285
Br 0.102 -0.606 0.808
Br -0.234 0.816 0.145
H 0.092 -0.088 -0.469
C 0.540 -0.197 -0.442
Br -0.116 -1.160 -0.192
Br -0.492 0.523 -0.611
Br -0.145 0.938 1.726
H 0.211 -0.103 -0.483

Electronic energy: -19292.5978 hartree

***

Entry 2:
A cluster of 9 separate species, C7H28O8 in total. Source: OMol25; level of theory: the ωB97M-V functional and the def2-TZVPD basis.

CARTESIAN COORDINATES (ANGSTROEM)
C: 0.9607 -2.1761 -2.4235
C: 0.1313 -2.3349 -1.1803
C: -1.0379 -2.9656 -1.2326
C: 1.9020 -2.2183 0.6099
C: 0.7433 -1.8115 0.0805
C: -0.1134 -0.7525 0.7200
C: 2.2689 -1.9242 2.0458
H: 2.0395 -2.2880 -2.2555
H: 0.7092 -2.9142 -3.1861
H: 0.9436 -1.1943 -2.9099
H: -1.4588 -3.0932 -0.2319
H: -1.5236 -3.4727 -2.0488
H: 2.6443 -2.7726 0.0440
H: -0.2318 -0.8786 1.8062
H: 0.3895 0.2161 0.7163
H: -1.1302 -0.7857 0.3613
H: 1.4278 -1.5538 2.6137
H: 2.7098 -2.7984 2.5257
H: 3.1002 -1.2089 2.0333
H: -4.0760 0.2835 -2.4269
H: -2.6281 0.7892 -2.4933
O: -3.4413 0.7093 -3.0008
H: 1.8273 2.5371 0.0676
H: 1.7087 1.7298 -1.2472
O: 1.2687 2.4059 -0.7125
H: -4.5606 -0.3685 -0.3031
H: -3.2254 0.1468 -0.2524
O: -4.1095 0.4714 -0.4755
H: -0.3498 3.0096 2.0008
H: -0.6320 1.6558 2.7403
O: -0.0675 2.4281 2.7091
H: -1.6859 3.3716 -1.4315
H: -0.5651 2.4229 -0.8072
O: -1.5208 2.6402 -0.8329
H: -2.0800 2.2876 0.8422
H: -3.2964 2.2387 1.8503
O: -2.5008 1.7865 1.5608
H: 2.8899 2.2735 2.4108
H: 1.4724 1.9182 1.9634
O: 2.4126 1.7718 1.7443
H: 2.6521 -0.5864 -0.8466
H: 3.1162 0.6706 -0.1310
O: 2.9171 0.3341 -1.0169

Forces on the atoms, in the same order (eV/Å):
C 0.874 -0.016 -0.778
C 1.239 -0.119 -1.700
C 0.273 0.083 2.078
C -0.340 0.024 0.447
C -0.895 0.042 -0.083
C 0.096 -0.347 1.899
C 1.067 0.210 -0.884
H -0.137 -0.305 0.348
H -0.172 0.059 0.026
H -0.539 0.096 0.281
H -0.574 -0.135 -0.362
H 0.238 0.251 -0.351
H -0.361 -0.481 -0.074
H 0.026 -0.389 -0.076
H -0.328 0.173 -0.792
H -0.049 0.527 -0.472
H 0.086 0.103 0.194
H -0.296 -0.205 -0.032
H -0.264 0.295 0.344
H 0.095 0.188 0.411
H -0.223 0.062 0.151
O 0.399 0.069 -1.246
H 0.035 -0.206 -0.132
H 0.162 -0.164 0.213
O -0.619 0.607 -0.198
H -0.660 0.316 -0.018
H 0.336 0.875 0.078
O -0.102 -1.405 0.590
H -0.559 -0.184 -0.025
H -0.742 0.114 -0.381
O 1.320 0.232 0.389
H 0.284 -0.007 -0.060
H 0.053 0.523 -0.337
O 0.022 -0.493 0.376
H -0.640 0.086 -0.359
H 0.027 0.103 -0.291
O 0.373 -0.428 0.599
H 0.065 -0.018 0.050
H -0.096 -0.046 0.431
O 0.290 0.010 -0.279
H -0.049 0.335 -0.086
H -0.016 0.007 0.022
O 0.302 -0.443 0.087

Structure (SMILES): C=C(C)/C(C)=C/C.O.O.O.O.O.O.O.O
Electronic energy: -885.3847 hartree

***

Entry 3:
A cluster of 3 separate species, C3H12N2OS2 in total. Source: OMol25; level of theory: the ωB97M-V functional and the def2-TZVPD basis.

CARTESIAN COORDINATES (ANGSTROEM)
S: 0.3745 -2.1888 -1.4074
S: 1.2332 2.4170 1.9635
C: -0.0339 1.1894 1.8991
C: -0.5599 1.0086 0.4045
C: -1.5382 -0.1405 0.3021
N: -2.1132 -0.1598 -1.0427
N: 0.3470 1.0817 -0.7665
H: 0.9476 -3.3684 -1.5310
H: -0.9947 1.5006 2.3334
H: 0.2340 0.2945 2.4634
H: -0.9937 2.0010 0.1931
H: -2.3752 0.0234 0.9864
H: -0.9592 -1.0478 0.5679
H: -3.0520 -0.5218 -1.0237
H: -1.5091 -0.7193 -1.6360
H: 0.7554 0.1674 -0.9780
H: 1.1549 1.5851 -0.4017
H: 3.7506 -1.3111 -0.6022
H: 2.2620 -1.1597 -0.9820
O: 3.0699 -0.6516 -0.7423

Forces on the atoms, in the same order (eV/Å):
S -0.447 0.518 -0.114
S -0.900 -0.606 0.293
C 0.887 0.452 0.899
C -0.345 1.460 -2.969
C -0.147 0.657 -0.273
N 0.526 0.047 0.342
N 0.731 -1.465 2.647
H 0.410 -0.549 0.109
H 0.217 0.483 -0.059
H 0.349 -0.273 -0.636
H -0.793 -0.345 0.976
H 0.317 -0.128 0.331
H -0.454 -0.074 -0.014
H 0.036 -0.385 -0.121
H -0.526 0.020 -0.263
H -0.144 -0.088 -0.445
H 0.036 0.203 -0.755
H 0.130 -0.108 0.018
H 0.511 0.057 0.006
O -0.396 0.123 0.026

Electronic energy: -1102.3994 hartree

***

Entry 4:
The ion C5H16NSi with charge +1. Source: OMol25; level of theory: the ωB97M-V functional and the def2-TZVPD basis.

CARTESIAN COORDINATES (ANGSTROEM)
C: -2.1561 -0.6390 -1.1963
C: 0.1365 1.8171 -0.0186
C: 0.2155 0.5987 2.1588
C: -0.6430 -0.9824 -1.2364
C: 0.1576 -0.8099 0.0181
N: -0.1370 0.5929 0.7263
Si: 2.0301 -0.9231 -0.3413
H: -2.5195 -0.9906 -0.3294
H: -2.6058 -1.1136 -2.2130
H: -2.2525 0.4265 -1.1373
H: 1.2491 1.9340 0.1327
H: 0.0318 1.7931 -1.0553
H: -0.3922 2.5215 0.4459
H: 1.3115 0.8340 2.2749
H: -0.3317 1.1818 2.8844
H: 0.3054 -0.3833 2.6759
H: 0.0004 -0.4979 -2.0513
H: -0.4431 -1.9903 -1.3744
H: -0.0386 -1.6787 0.7629
H: -1.0964 0.6777 0.7319
H: 2.0152 0.4008 -1.1982
H: 2.0618 -2.0118 -1.3873
H: 3.1009 -0.7576 0.7270

Forces on the atoms, in the same order (eV/Å):
C 2.335 -0.333 -5.052
C 5.803 -1.750 0.415
C 3.616 -0.921 1.710
C 1.160 2.124 -0.770
C 0.525 -0.229 2.885
N -0.191 -2.697 0.221
Si 0.236 1.687 -2.101
H -1.876 -1.861 2.786
H 0.582 1.401 2.779
H -0.422 0.741 -0.591
H -1.186 0.729 -0.177
H -0.829 -0.604 -1.580
H -1.945 3.224 1.546
H -1.024 0.581 -0.443
H -0.581 0.755 -0.714
H -0.947 -0.001 -1.200
H -1.499 -0.254 0.571
H -0.293 -2.243 -0.818
H -0.407 1.914 -0.700
H -3.134 -0.811 0.147
H 0.585 -1.197 0.667
H 0.341 0.209 0.828
H -0.848 -0.463 -0.409

Structure (SMILES): CC[C@@H]([SiH3])[NH+](C)C
Electronic energy: -543.9935 hartree
Charge: +1